(1)
Computed, not measured: a molecular structure, C27H36B2F4N4O5Ti in a non-equilibrium geometry, with wB97M-V/def2-TZVPD.

CARTESIAN COORDINATES (ANGSTROEM)
1 N -2.644 -0.082 1.231
2 H 3.793 -0.475 -1.702
3 H -1.234 0.894 -2.337
4 N -1.595 -1.597 -0.796
5 H -2.796 -1.765 4.921
6 B 0.989 -2.098 2.812
7 C 2.290 2.345 0.645
8 F -4.523 -0.004 -1.641
9 H 4.434 1.086 1.648
10 H -1.543 3.870 -0.124
11 C -3.038 -0.068 2.468
12 H 2.707 1.978 -5.133
13 C -2.178 -0.873 4.826
14 H -1.244 -1.076 5.322
15 C 3.471 0.808 -3.421
16 C -0.696 -3.485 0.334
17 H -3.053 -3.297 -2.335
18 C -4.445 0.301 2.765
19 H 0.629 -1.666 -4.314
20 C 1.991 -2.343 -2.131
21 C 0.714 2.858 -1.134
22 C 1.630 0.122 -4.850
23 O 0.166 -1.233 3.673
24 H -2.729 3.286 -1.311
25 H -0.280 -5.400 -0.494
26 C -0.287 -4.896 0.454
27 F -4.430 -1.832 -0.235
28 H 4.202 3.159 0.433
29 F 2.163 -2.440 3.434
30 Ti -0.577 -0.389 0.765
31 C 1.287 2.004 2.991
32 H -2.993 -4.307 -0.846
33 H 1.097 0.963 2.984
34 H -2.684 -0.055 5.352
35 C 1.672 3.583 -1.780
36 H -4.639 1.240 2.253
37 O -3.542 0.291 0.333
38 H 3.125 2.968 2.454
39 B -3.760 -0.703 -0.794
40 H 0.436 2.574 2.648
41 H -1.718 -4.449 -2.054
42 C -1.787 3.098 -0.817
43 H 3.740 4.081 -1.856
44 N -0.458 -2.725 1.300
45 C 3.275 3.025 -0.072
46 H 1.444 4.118 -2.670
47 C 3.565 0.890 2.311
48 O 0.265 -3.227 2.317
49 H -0.563 3.848 -2.371
50 F 1.244 -1.240 1.630
51 C 1.045 2.128 0.008
52 H -0.966 -5.405 1.120
53 H -0.136 1.711 -3.468
54 C 2.648 1.053 -4.552
55 H 1.525 2.278 4.024
56 H -1.981 2.181 -0.267
57 H 1.294 -3.125 -2.446
58 C 2.973 3.583 -1.322
59 H 3.134 -0.064 2.191
60 C -0.970 1.852 -2.826
61 H -5.035 -0.501 2.352
62 H 0.716 -4.952 0.851
63 C -1.570 -2.897 -0.748
64 H -1.832 2.196 -3.509
65 H -4.634 0.405 3.823
66 C -2.395 -3.753 -1.604
67 C -0.640 2.932 -1.771
68 C 2.555 2.095 2.113
69 H 2.530 -2.509 -1.187
70 N -0.804 -0.663 2.907
71 O 0.116 1.223 0.508
72 C 1.422 -0.973 -4.068
73 H 3.995 0.913 3.310
74 C 3.204 -0.272 -2.579
75 H 4.216 1.543 -3.115
76 H 1.038 0.194 -5.729
77 C -1.975 -0.547 3.388
78 C 2.195 -1.213 -2.929
79 O -2.562 -1.077 -1.563

**E_LUMO (spin up / spin down)**: -0.89 / -1.01 eV
**2S+1**: 3
**E**: -80125.13551 eV
**ΔE to the lowest compared entry with this formula, charge and spin**: 21.36 kcal per mole
**Charge**: 0
**Strongest force on any atom**: 2.4 eV Å⁻¹



(2)
Computed, not measured: a molecular structure, C24H19N4O5SeTi in a non-equilibrium geometry, with wB97M-V/def2-TZVPD.

CARTESIAN COORDINATES (ANGSTROEM)
1 H 3.599 -0.707 -1.719
2 H 1.561 1.164 -1.317
3 C 2.212 -2.518 0.844
4 N -0.751 -0.152 2.272
5 H 1.445 1.672 -3.737
6 C -1.168 -0.144 -4.821
7 H -5.410 1.735 -0.489
8 O 1.875 -1.952 -2.933
9 C -4.384 1.412 -0.372
10 N -1.698 0.557 -0.116
11 C 2.302 0.699 -0.674
12 C 2.885 -0.145 1.238
13 H 3.222 2.581 -0.186
14 C -2.531 0.876 3.510
15 C -1.417 0.662 -2.584
16 C -0.655 -0.068 4.658
17 C -2.246 -2.991 2.037
18 C -1.889 0.605 4.682
19 C 3.976 0.898 1.000
20 H -2.338 0.895 5.624
21 H -4.461 1.327 1.740
22 H -0.128 -0.333 5.563
23 H 0.758 -1.018 3.361
24 C 0.058 0.492 -4.875
25 C -1.945 0.494 2.281
26 C -3.541 1.198 -1.508
27 C -1.919 -0.059 -3.660
28 C 3.519 1.543 -0.333
29 H -1.532 -0.721 -5.662
30 Ti -0.199 -0.826 0.399
31 C 1.624 -1.424 -1.872
32 H 4.104 -1.724 0.345
33 H 4.276 1.505 -1.117
34 C -2.255 0.805 -1.337
35 O 1.709 0.494 0.651
36 C 2.722 -0.728 -1.076
37 H 4.014 1.626 1.809
38 N -0.239 1.267 -2.629
39 C -0.147 -0.431 3.444
40 C -2.522 0.764 0.997
41 H 4.951 0.416 0.925
42 O 2.697 -3.625 0.950
43 H 0.692 0.437 -5.750
44 C 0.477 1.179 -3.748
45 H 2.691 -0.374 2.280
46 H -2.857 -0.587 -3.562
47 H -3.483 1.387 3.516
48 O 1.004 -2.178 1.205
49 C 3.079 -1.364 0.334
50 N -2.375 -3.195 3.170
51 C -3.852 1.204 0.854
52 Se -2.036 -2.663 0.225
53 O 0.429 -1.355 -1.331
54 H -3.904 1.386 -2.509

**E_LUMO (spin up / spin down)**: 2.54 / 2.44 eV
**2S+1**: 3
**E**: -129862.02665 eV
**ΔE to the lowest compared entry with this formula, charge and spin**: 14.36 kcal per mole
**Charge**: -1
**Strongest force on any atom**: 1.7 eV Å⁻¹



(3)
Computed, not measured: C4H6N2 in the gas phase in a non-equilibrium geometry, with wB97M-V/def2-TZVPD.

CARTESIAN COORDINATES (ANGSTROEM)
1 C -0.344 0.909 0.344
2 C 0.687 -0.252 0.395
3 H 0.875 -0.616 1.414
4 H -2.118 -0.428 0.472
5 N -0.265 -1.087 -0.301
6 H -1.829 0.172 -1.180
7 C -1.344 -0.117 -0.241
8 H -0.079 -1.790 -0.992
9 N 3.070 0.166 -0.633
10 C 2.006 -0.008 -0.212
11 H -0.064 1.687 -0.370
12 H -0.594 1.363 1.304

**E_LUMO**: 0.95 eV
**E**: -7223.82499 eV
**ΔE to the lowest compared entry with this formula, charge and spin**: 40.72 kcal per mole
**Charge**: 0
**Strongest force on any atom**: 1.1 eV Å⁻¹



(4)
Computed, not measured: a molecular structure, C53H49BF14Ge2N6O5PSn, with wB97M-V/def2-TZVPD.

CARTESIAN COORDINATES (ANGSTROEM)
1 H -7.758 0.008 1.795
2 H 0.190 2.264 -5.568
3 O 0.472 -7.143 -0.657
4 H -3.793 3.967 2.090
5 H 5.887 -0.701 1.046
6 C 9.845 4.355 1.338
7 C 0.629 -2.968 -5.402
8 O 0.479 -1.548 1.024
9 C 3.820 -0.394 0.280
10 C 1.027 -3.873 -4.424
11 C 8.674 3.553 1.084
12 C 0.354 -2.266 6.149
13 H -3.453 3.743 -4.059
14 F 1.949 -5.967 -3.848
15 H -4.412 -0.287 -5.133
16 C 4.115 1.704 -0.155
17 N 5.275 1.239 0.339
18 C -3.918 0.424 -0.743
19 H -0.589 -2.818 6.145
20 C -4.061 1.768 -4.626
21 C 5.102 -0.104 0.614
22 H 4.736 1.704 -3.701
23 H 1.578 -1.048 4.802
24 H -4.997 -1.615 5.561
25 N -0.833 -3.920 1.369
26 F 2.607 2.577 2.133
27 H 7.331 4.971 1.972
28 H -1.189 3.028 -3.374
29 O 0.520 -4.555 3.095
30 H 7.769 0.601 -0.308
31 F 2.209 -5.281 -5.890
32 C 0.086 -4.761 1.979
33 H -2.599 1.263 6.254
34 C -0.888 -5.193 -0.632
35 C 2.255 2.793 -5.736
36 H 0.398 1.569 5.522
37 F 5.846 2.763 -5.605
38 Ge -2.729 0.270 1.915
39 H 0.008 -0.963 -5.808
40 H 3.972 2.735 -0.440
41 C -1.543 1.338 6.517
42 H -2.943 -1.189 5.422
43 N 3.213 0.746 -0.212
44 H -2.160 -1.013 -4.453
45 H 1.421 -4.210 -2.349
46 C 0.347 -1.291 -3.702
47 F 4.522 3.548 -7.136
48 C 7.420 4.017 1.472
49 F -6.322 1.781 -3.997
50 C -3.701 0.434 -4.749
51 C -3.934 2.887 2.046
52 H -1.065 -2.963 3.163
53 H -7.430 -1.799 5.663
54 C 1.377 1.353 -4.019
55 H 0.794 -1.901 -1.689
56 C -1.262 -2.766 2.111
57 F 1.417 0.932 3.266
58 C 8.806 2.317 0.456
59 C 4.678 3.393 -5.813
60 C -1.885 2.306 -3.776
61 C -6.965 -1.362 4.788
62 H -3.390 -1.466 0.184
63 H -2.335 -2.608 2.024
64 C 6.440 2.025 0.594
65 N 0.465 -5.838 1.212
66 C -2.571 2.189 1.951
67 N 10.779 4.992 1.539
68 C 0.059 -6.169 -0.086
69 H -1.942 2.456 2.801
70 Ge -0.720 -0.341 4.378
71 C 1.094 -3.497 -3.095
72 H 1.124 -6.469 1.645
73 H -2.035 2.492 1.049
74 C -3.012 -0.444 0.134
75 H 2.824 0.548 -2.645
76 B 1.661 2.375 3.168
77 H -3.905 0.054 -1.768
78 N 0.066 0.451 -1.614
79 C -0.481 -1.521 1.742
80 C -1.274 -4.132 0.070
81 H -5.325 0.194 1.675
82 C -2.599 -0.838 4.447
83 H 2.104 3.410 -6.612
84 H -2.010 -0.464 -0.317
85 C -7.754 -0.910 3.735
86 C 0.656 -1.627 4.783
87 C 3.524 2.641 -5.203
88 H 1.139 -2.976 6.408
89 H -8.832 -0.995 3.789
90 H 0.309 -1.523 6.948
91 H 0.770 -2.402 4.027
92 C -5.472 2.169 -4.970
93 C -3.495 -0.552 3.501
94 F -5.882 1.590 -6.108
95 C 1.178 2.146 -5.143
96 C -1.516 0.966 -3.884
97 H -4.957 0.412 -0.409
98 F 0.439 2.973 2.787
99 F 4.784 4.623 -5.274
100 H -1.955 -3.400 -0.341
101 P 0.062 0.417 -3.218
102 C 7.682 1.551 0.204
103 H 9.784 1.967 0.158
104 C -0.642 1.367 5.276
105 H -0.952 2.148 4.584
106 F -1.335 -5.412 -1.865
107 H -1.303 0.516 7.195
108 C -5.771 -0.252 2.562
109 C 0.746 -2.203 -2.729
110 F -5.598 3.494 -5.112
111 C 2.663 1.185 -3.506
112 F 2.126 2.841 4.378
113 H 3.289 -1.327 0.372
114 H 5.319 3.570 1.576
115 H 0.590 -3.275 -6.441
116 O 0.038 1.974 -1.469
117 C -5.587 -1.255 4.728
118 Sn 0.957 1.216 0.244
119 O -0.925 -0.365 2.341
120 C -4.966 -0.696 3.609
121 H -4.573 2.674 1.186
122 H -1.412 2.263 7.079
123 C -7.155 -0.351 2.619
124 F 0.265 -5.948 -5.213
125 H -4.479 2.591 2.945
126 H -3.577 1.463 -0.774
127 C 0.298 -1.675 -5.042
128 C 3.735 1.835 -4.092
129 C -2.431 0.032 -4.372
130 C -3.160 2.706 -4.147
131 C 1.369 -5.280 -4.841
132 C 6.296 3.245 1.236

**E_LUMO**: -2.58 eV
**E**: -241810.75569 eV
**ΔE to the lowest compared entry with this formula, charge and spin**: 0.00 kcal per mole
**Charge**: +1
**Strongest force on any atom**: 0.7 eV Å⁻¹



(5)
Computed, not measured: a molecular structure, C26H47BBeN6O4P in a non-equilibrium geometry, with wB97M-V/def2-TZVPD.

CARTESIAN COORDINATES (ANGSTROEM)
1 H -3.117 -0.337 -3.644
2 H -1.736 -1.344 -4.059
3 H -1.041 -1.924 1.121
4 C 3.867 -3.383 2.740
5 H 0.136 2.433 -0.445
6 C -2.170 -3.334 -2.136
7 H -2.816 2.248 -3.604
8 Be 1.282 -0.019 0.881
9 H -2.809 -4.032 -2.688
10 H -4.813 -2.578 -2.289
11 C 1.872 0.191 -2.204
12 N 0.335 1.250 2.890
13 N 2.614 -0.096 2.027
14 H 1.846 -1.143 0.205
15 C -2.725 -1.908 -2.188
16 H 2.766 2.070 -2.738
17 H -1.235 2.943 -3.918
18 H 0.979 -0.219 -1.684
19 C 3.756 0.814 3.675
20 C 1.827 3.724 0.837
21 H 1.899 -0.208 -3.240
22 C -0.697 1.488 3.716
23 O 0.007 0.014 -0.238
24 C 2.874 -2.572 0.589
25 O -2.027 -1.074 -1.273
26 C -1.650 0.518 3.489
27 H -3.370 -1.977 -4.271
28 H 2.868 -3.437 3.224
29 H 5.260 -0.790 3.849
30 C -2.738 -1.364 -3.619
31 C 0.624 2.211 -3.017
32 H 0.652 1.811 -4.052
33 H 4.910 -2.238 1.229
34 H -2.941 2.854 -0.585
35 H -3.782 -0.712 1.887
36 H -2.608 0.412 3.979
37 N 1.735 2.470 1.307
38 H 2.792 -0.146 -1.687
39 C -1.425 2.052 -1.934
40 H 1.847 4.621 1.443
41 H 1.760 2.890 3.525
42 C -3.044 -1.128 1.168
43 C 1.881 3.654 -0.535
44 N 0.108 0.174 2.154
45 H -1.034 -2.865 3.428
46 H -0.318 1.879 -2.529
47 H -2.088 -3.683 -1.101
48 C -1.998 2.812 -3.141
49 C -4.173 -1.938 -1.672
50 H -3.487 -2.022 0.680
51 C -1.741 -1.507 1.879
52 H -2.377 3.800 -2.859
53 H -4.603 -0.930 -1.659
54 N 1.747 1.588 0.319
55 H 1.951 4.480 -1.230
56 C -0.256 2.865 -1.369
57 H 3.103 -3.548 0.111
58 H -3.365 1.290 -1.306
59 C -1.992 -2.582 2.941
60 H -2.425 -3.490 2.470
61 H -0.559 3.893 -1.141
62 H -0.755 2.303 4.427
63 H 4.039 1.526 4.439
64 H 1.844 -2.611 1.007
65 B 1.649 1.997 2.740
66 C 4.382 -0.374 3.371
67 C -1.108 -0.291 2.499
68 H 4.635 -3.204 3.522
69 C 3.633 -0.929 2.342
70 O 0.233 -1.410 -2.424
71 H -2.189 1.369 0.000
72 C 3.898 -2.266 1.688
73 C 1.824 2.300 -0.831
74 H -2.841 -0.368 0.383
75 P -0.552 -0.461 -1.555
76 H -4.212 -2.304 -0.639
77 N 2.704 0.934 2.852
78 H 2.915 -1.793 -0.192
79 H 0.577 2.897 -2.080
80 C 1.843 1.720 -2.225
81 H 4.088 -4.363 2.265
82 H -2.696 -2.215 3.718
83 C -2.540 1.884 -0.899
84 O -0.961 0.818 -2.466
85 H 0.622 3.320 -3.080
86 H -1.168 -3.401 -2.569

**E_LUMO**: 2.76 eV
**E**: -55214.48989 eV
**Charge**: -1
**Strongest force on any atom**: 10.4 eV Å⁻¹



(6)
Computed, not measured: a molecular structure, C22H40Cl2F3KLiNNaO8S in a non-equilibrium geometry, with wB97M-V/def2-TZVPD.

CARTESIAN COORDINATES (ANGSTROEM)
1 C 1.873 0.141 1.734
2 O -2.973 -2.295 8.555
3 F 3.022 0.151 -6.212
4 C -1.611 7.269 5.366
5 H -0.840 4.183 5.571
6 H 1.007 0.649 2.174
7 H -2.233 -1.815 -0.663
8 C -4.160 -2.132 6.578
9 C 5.410 -3.217 -3.361
10 H -1.453 2.584 3.292
11 C 6.577 -3.056 -4.092
12 C -2.672 -2.183 0.262
13 F -4.903 -2.381 -1.598
14 H -2.322 3.220 5.347
15 H -1.078 2.756 -4.138
16 H 0.902 0.721 -0.145
17 H 1.778 1.739 -6.343
18 H 5.354 -3.915 -2.535
19 C 2.369 -0.793 -0.651
20 H -5.162 -0.618 0.106
21 H 2.556 1.211 0.030
22 C -4.154 -0.227 0.161
23 C -0.286 -2.539 1.191
24 H 3.458 -0.795 -0.732
25 H -3.780 -0.218 -0.861
26 C 6.612 -2.138 -5.144
27 Cl -2.886 7.803 4.268
28 Li -1.952 1.695 5.397
29 H -3.585 -2.717 -0.039
30 H -0.017 -3.105 -0.827
31 H -1.094 4.023 -5.388
32 C 1.137 2.401 -5.756
33 H 1.785 -0.907 2.016
34 H -2.059 6.651 6.137
35 O -2.136 0.031 1.319
36 K -4.215 -4.008 -2.657
37 H -1.996 4.605 4.284
38 O -0.824 2.919 3.956
39 O -4.082 1.169 0.612
40 O -0.725 1.287 -6.795
41 H -0.299 -1.634 1.799
42 C 1.872 0.380 0.216
43 C 0.292 -2.256 -0.212
44 H 2.302 -2.543 0.645
45 H -2.308 2.727 -5.413
46 H -4.508 -3.104 6.905
47 O -2.702 -0.512 7.389
48 H 7.529 -1.999 -5.716
49 C -1.726 -3.072 1.075
50 F 3.167 -2.646 -3.014
51 C 5.487 -1.391 -5.475
52 N -3.202 -1.614 7.593
53 H -0.883 6.704 4.795
54 C -3.163 -0.979 1.059
55 H 1.346 2.233 -4.698
56 H -0.113 -1.317 -0.588
57 C -0.323 2.118 -6.014
58 H -4.979 -1.422 6.511
59 C 1.836 -2.180 -0.276
60 H 1.337 3.449 -5.995
61 H 0.331 -3.296 1.679
62 C 4.301 -2.461 -3.714
63 C -1.268 2.965 -5.190
64 H -1.711 -4.100 0.704
65 C -1.532 3.786 4.831
66 S -2.533 1.442 0.699
67 H 3.408 -0.966 -5.072
68 H 7.457 -3.641 -3.834
69 O -1.894 1.662 -0.550
70 O -2.294 2.507 1.649
71 C 4.315 -1.555 -4.762
72 Na 7.551 -3.865 -6.528
73 Cl -0.782 8.618 6.140
74 H -2.171 -3.125 2.078
75 H -3.628 -2.202 5.634
76 H 2.751 0.562 2.224
77 H -3.587 -1.273 2.018
78 H 2.156 -2.870 -1.050
79 H 2.015 -0.596 -1.668
80 H 5.508 -0.683 -6.292

**E_LUMO**: -3.62 eV
**E**: -106301.04320 eV
**ΔE to the lowest compared entry with this formula, charge and spin**: 0.00 kcal per mole
**Charge**: +1
**Strongest force on any atom**: 2.3 eV Å⁻¹



(7)
Computed, not measured: a gas-phase ion, C5H13N2 (charge +1) in a non-equilibrium geometry, with wB97M-V/def2-TZVPD.

CARTESIAN COORDINATES (ANGSTROEM)
1 H 0.213 1.512 0.197
2 N 2.191 -1.160 0.751
3 C 1.467 -0.298 -0.074
4 H -3.153 0.206 0.107
5 H -0.984 -0.472 1.423
6 N -0.833 1.385 0.329
7 H -0.020 -1.858 -0.379
8 C -2.360 -0.480 -0.235
9 C 0.110 -0.785 -0.493
10 C -0.993 -0.129 0.393
11 C 1.961 0.886 -0.514
12 H -0.923 1.755 1.277
13 H -2.720 -1.384 0.255
14 H -2.343 -0.458 -1.311
15 H -1.345 1.786 -0.445
16 H 2.815 1.339 -0.026
17 H 1.582 1.382 -1.396
18 H 2.448 -2.074 0.472
19 H 2.910 -0.629 1.213
20 H -0.022 -0.524 -1.545

**E_LUMO**: -3.14 eV
**E**: -8368.82205 eV
**ΔE to the lowest compared entry with this formula, charge and spin**: 45.85 kcal per mole
**Charge**: +1
**Strongest force on any atom**: 2.8 eV Å⁻¹



(8)
Computed, not measured: C13H14N4O in the gas phase in a non-equilibrium geometry, with wB97M-V/def2-TZVPD.

CARTESIAN COORDINATES (ANGSTROEM)
1 C -1.303 -4.718 -1.537
2 H -0.968 4.392 1.607
3 N 0.844 -1.594 0.058
4 H 2.407 2.607 2.134
5 C -0.282 3.357 0.120
6 C -0.276 -5.151 -0.655
7 H 2.306 0.941 0.320
8 H 0.678 4.321 1.768
9 H -0.196 2.061 -1.588
10 H -0.136 -6.227 -0.497
11 H -2.018 -5.443 -2.035
12 H 1.337 0.396 1.637
13 C -2.228 -0.462 -1.765
14 N -3.142 0.179 -1.982
15 C 1.412 2.384 1.640
16 C -0.795 -2.509 -1.201
17 H 1.526 -1.657 0.807
18 N -1.570 -3.453 -1.846
19 C 0.261 -2.766 -0.358
20 H 1.138 -4.333 0.896
21 C 0.946 3.523 0.976
22 N 0.219 0.796 0.089
23 C 1.346 1.103 0.893
24 C 0.527 -4.175 0.033
25 H 1.778 3.810 0.309
26 C 0.054 -0.492 -0.414
27 H -0.286 4.180 -0.648
28 C -0.484 1.983 -0.576
29 H -1.543 1.798 -0.403
30 C -1.020 -1.019 -1.219
31 O -1.344 3.852 0.899
32 H 0.808 2.317 2.539

**E_LUMO**: 0.26 eV
**E**: -21713.18581 eV
**ΔE to the lowest compared entry with this formula, charge and spin**: 85.33 kcal per mole
**Charge**: 0
**Strongest force on any atom**: 4.4 eV Å⁻¹